[1]
Density functional theory data (the ωB97M-V functional and the def2-TZVPD basis) for a 2-piece molecular cluster, C4H14NS overall.

Properties
Electronic energy (a.u.): -613.47097
HOMO level (eV): -11.1
Maximum force (eV Å⁻¹): 0.39
Energy above the lowest of the compared OMol25 structures with the same formula, charge and spin (kcal/mol): 18.36
LUMO energy (eV): -3.73
Frontier orbital gap (eV): 7.4

```
! RIJCOSX wB97M-V def2-TZVPD def2/J DEFGRID3
* xyz 1 1
C -0.7175 -2.2362 -0.2935
N 0.4491 -2.4346 -1.2199
C 1.1283 -1.1621 -1.6202
H -1.1257 -3.2074 -0.0362
H -0.3643 -1.7495 0.6099
H -1.4459 -1.6032 -0.7907
H 0.1134 -2.9049 -2.0604
H 1.1096 -3.0835 -0.7937
H 0.4571 -0.6059 -2.2638
H 2.0418 -1.3922 -2.1569
H 1.3399 -0.5775 -0.7317
C 0.1880 1.0863 1.5429
S -0.1575 2.6264 2.4026
C -0.8331 3.5505 1.0302
H 0.8450 1.3059 0.6980
H -0.7518 0.6599 1.1819
H 0.6603 0.3939 2.2335
H -1.0582 4.5438 1.4135
H -0.1231 3.6645 0.2121
H -1.7555 3.1257 0.6421
*
```

=====

[2]
Density functional theory data (the ωB97M-V functional and the def2-TZVPD basis) for C9H18AlF4N2O5S as an isolated structure at a distorted geometry.

Properties
Electronic energy (a.u.): -1879.66702
HOMO level (eV): -5.4
Maximum force (eV Å⁻¹): 1.30
LUMO energy (eV): 2.81
Frontier orbital gap (eV): 8.2

```
! RIJCOSX wB97M-V def2-TZVPD def2/J DEFGRID3
* xyz -1 1
C -2.4109 -2.5496 -1.5022
C -1.0805 -2.0609 -0.9552
N -1.1096 -0.5982 -0.8147
C 0.0155 -0.0581 -0.0541
O 0.1640 1.2656 -0.4479
Al -0.3398 2.3758 0.8811
C -1.4290 4.0045 0.4034
C -2.1466 3.9712 -0.9300
F -2.3900 4.3397 1.3921
O -1.1191 0.9862 1.7830
C -0.1827 0.0359 1.4779
S -0.3013 -1.4736 2.4382
O -0.0471 -1.2323 3.8302
O 0.5300 -2.4706 1.8053
C -2.0788 -2.0928 2.3849
F -2.6237 -1.9759 3.6149
F -2.8343 -1.4169 1.4956
F -2.0534 -3.4085 2.0500
H -2.7640 -1.8067 -2.2058
H -2.3110 -3.4849 -2.0413
H -3.1455 -2.6559 -0.7200
H -0.2888 -2.3459 -1.6506
H -0.8428 -2.5363 -0.0172
H -0.9645 -0.2294 -1.7404
H 0.9107 -0.6261 -0.2985
H 0.9242 2.8052 1.7903
H -0.7433 4.8493 0.3913
H -3.1192 3.5088 -0.8389
H -1.5705 3.4401 -1.6781
H -2.3143 4.9779 -1.3106
H 0.7864 0.3969 1.8641
O 2.5491 -0.5964 -2.0600
C 3.5442 -0.5747 -1.3690
N 3.6034 -1.2468 -0.1860
C 4.7776 0.2143 -1.7478
H 4.4030 -1.2240 0.4148
H 2.7830 -1.7498 0.1148
H 4.5010 1.2614 -1.8502
H 5.1458 -0.1478 -2.7057
H 5.5730 0.1294 -1.0076
*
```

=====

[3]
Density functional theory data (the ωB97M-V functional and the def2-TZVPD basis) for one molecule with the formula C4H4F2N2 at a distorted geometry.

Properties
Electronic energy (a.u.): -463.92597
HOMO level (eV): -10.5
Maximum force (eV Å⁻¹): 3.72
Energy above the lowest of the compared OMol25 structures with the same formula, charge and spin (kcal/mol): 84.09
SMILES: [H]\N=C/C=C\C(F)=N\F
LUMO energy (eV): -0.97
Frontier orbital gap (eV): 9.5

```
! RIJCOSX wB97M-V def2-TZVPD def2/J DEFGRID3
* xyz 0 1
H -0.1588 -1.9898 -0.0444
N -1.1391 -2.0312 -0.0457
C -1.6453 -0.8305 -0.0636
C -1.0734 0.5500 0.0231
C 0.0969 1.1925 0.0739
C 1.3999 0.5670 -0.0335
F 2.4602 1.4157 -0.0691
N 1.6108 -0.6486 -0.0228
F 3.0206 -0.9743 0.0308
H -2.6978 -0.7387 -0.1302
H -1.9967 1.2159 0.1822
H 0.1226 2.2720 0.0992
*
```